one:
Formula: C7H12N2
Source: OMol25
Level of theory: ωB97M-V with the def2-TZVPD basis set

Last columns: bonded neighbours and bond lengths (Å).
Cartesian coordinates (Å):
1 C 1.117 2.400 0.218  C2 1.443, H8 1.119, H9 1.046, H10 1.174
2 C 0.041 1.542 -0.215  C1 1.443, C3 1.391, H11 1.082
3 C -0.111 0.180 0.023  C2 1.391, C4 1.480, C7 1.441
4 C 0.935 -0.739 0.524  C3 1.480, C5 1.486, C6 1.466, H12 1.106
5 C 1.387 -1.866 -0.332  C4 1.486, C6 1.486, H13 1.130, H14 1.115
6 C 2.174 -0.608 -0.248  C4 1.466, C5 1.486, H15 1.073, H16 1.120
7 C -1.454 -0.340 0.059  C3 1.441, N20 1.421, N21 1.317
8 H 1.726 2.707 -0.669  C1 1.119
9 H 1.771 1.984 0.920  C1 1.046
10 H 0.742 3.399 0.709  C1 1.174
11 H -0.557 1.986 -1.000  C2 1.082
12 H 1.083 -0.964 1.597  C4 1.106
13 H 0.846 -1.959 -1.320  C5 1.130
14 H 1.715 -2.818 0.143  C5 1.115
15 H 2.133 0.075 -1.074  C6 1.073
16 H 3.164 -0.557 0.275  C6 1.120
17 H -3.417 0.269 -0.207  N20 0.998
18 H -2.423 1.477 0.202  N20 0.991
19 H -1.024 -2.129 0.370  N21 1.001
20 N -2.476 0.598 -0.253  C7 1.421, H17 0.998, H18 0.991
21 N -1.852 -1.583 0.235  C7 1.317, H19 1.001

Properties
- orbital gap (eV) = 9.03
- SMILES = [H]/N=C(N)\C(=C\C)C1CC1
- multiplicity = 1
- LUMO (eV) = 0.40
- charge = 0
- HOMO (eV) = -8.634

=====

two:
Formula: C7H12N2
Source: OMol25
Level of theory: ωB97M-V with the def2-TZVPD basis set

Last columns: bonded neighbours and bond lengths (Å).
Cartesian coordinates (Å):
1 C 1.872 -1.935 -1.227  C4 1.325, H10 1.060, H11 1.101
2 C -1.917 2.303 -0.405  N8 1.245, H12 1.142, H13 1.131
3 C -1.708 -1.650 -0.621  N9 1.275, H14 1.119, H15 1.082
4 C 1.638 -1.054 -0.265  C1 1.325, C6 1.550, H16 1.122
5 C -0.559 0.839 1.719  C7 1.547, H17 1.112, H18 1.100, H19 1.085
6 C 0.798 0.205 -0.600  C4 1.550, C7 1.581, H20 1.111, H21 1.119
7 C -0.498 0.216 0.303  C5 1.547, C6 1.581, N8 1.803, N9 1.358
8 N -1.466 1.226 -0.836  C2 1.245, C7 1.803
9 N -1.162 -0.969 0.308  C3 1.275, C7 1.358
10 H 2.392 -2.846 -1.072  C1 1.060
11 H 1.551 -1.620 -2.231  C1 1.101
12 H -2.355 3.130 -1.059  C2 1.142
13 H -1.750 2.714 0.635  C2 1.131
14 H -1.833 -2.739 -0.397  C3 1.119
15 H -2.046 -1.347 -1.603  C3 1.082
16 H 2.204 -1.142 0.701  C4 1.122
17 H -0.210 1.887 1.843  C5 1.112
18 H -1.629 0.822 1.970  C5 1.100
19 H -0.011 0.148 2.352  C5 1.085
20 H 0.503 0.237 -1.670  C6 1.111
21 H 1.308 1.149 -0.282  C6 1.119

Properties
- orbital gap (eV) = 9.24
- SMILES = C=CCC(C)(N=C)N=C
- multiplicity = 1
- LUMO (eV) = 0.99
- charge = 0
- HOMO (eV) = -8.246

=====

Most favorable structure: one. The second most favorable one is 0.0599 hartree above it.

=====

one:
Formula: C2HF3O
Source: OMol25
Level of theory: ωB97M-V with the def2-TZVPD basis set

Last columns: bonded neighbours and bond lengths (Å).
Cartesian coordinates (Å):
1 C 0.585 0.188 0.827  C2 1.308, O3 1.165
2 C 0.938 0.871 -0.231  C1 1.308, F5 1.407, F6 1.376
3 O 0.466 -0.186 1.924  C1 1.165
4 F -1.541 -1.114 -0.020  H7 0.920
5 F -0.037 1.779 -0.685  C2 1.407
6 F 1.510 0.272 -1.329  C2 1.376
7 H -1.921 -1.810 -0.486  F4 0.920

Properties
- orbital gap (eV) = 9.13
- SMILES = O=C=C(F)F.F
- multiplicity = 1
- LUMO (eV) = -0.40
- charge = 0
- HOMO (eV) = -9.534

=====

two:
Formula: C2HF3O
Source: OMol25
Level of theory: ωB97M-V with the def2-TZVPD basis set

Last columns: bonded neighbours and bond lengths (Å).
Cartesian coordinates (Å):
1 C 0.590 0.283 -0.057  C2 1.528, F5 1.308, F6 1.349, F7 1.320
2 C -0.762 -0.419 0.069  C1 1.528, H3 1.091, O4 1.216
3 H -0.879 -1.499 0.181  C2 1.091
4 O -1.762 0.268 -0.014  C2 1.216
5 F 0.284 1.514 -0.377  C1 1.308
6 F 1.206 0.218 1.141  C1 1.349
7 F 1.323 -0.365 -0.943  C1 1.320

Properties
- orbital gap (eV) = 11.21
- SMILES = O=CC(F)(F)F
- multiplicity = 1
- LUMO (eV) = 0.19
- charge = 0
- HOMO (eV) = -11.019

=====

Most favorable structure: two. The second most favorable one is 0.0787 hartree above it.